{
  "formula": "C5H7N",
  "method": "ωB97M-V with the def2-TZVPD basis set",
  "e_tot_ev": -6781.75404,
  "e_lumo_ev": -0.395,
  "orbital_gap_ha": 0.3028,
  "fmax_ev_per_a": 0.694,
  "species": ["C", "C", "C", "C", "C", "N", "H", "H", "H", "H", "H", "H", "H"],
  "xyz": [[2.03, -0.03, -0.23], [0.53, -0.13, 0.05], [0.03, 1.21, 0.15], [-2.53, 0.76, 0.08], [-2.44, -0.44, -0.05], [-0.13, -1.23, 0.09], [2.60, -0.67, 0.45], [2.29, -0.31, -1.26], [2.35, 1.01, -0.08], [0.33, 1.65, 1.12], [-3.04, 1.70, 0.11], [-2.44, -1.50, -0.16], [0.42, -2.01, -0.27]]
}

{
  "formula": "C5H7N",
  "method": "ωB97M-V with the def2-TZVPD basis set",
  "e_tot_ev": -6786.52547,
  "e_lumo_ev": 0.446,
  "smiles": "C=CC#N.C=C",
  "orbital_gap_ha": 0.3917,
  "fmax_ev_per_a": 1.138,
  "species": ["N", "C", "C", "C", "C", "C", "H", "H", "H", "H", "H", "H", "H"],
  "xyz": [[1.91, 0.94, 1.43], [1.77, -0.05, 0.85], [1.62, -1.29, 0.13], [0.43, -1.74, -0.26], [-1.77, 1.04, 0.24], [-0.96, 1.56, -0.67], [2.53, -1.82, -0.09], [0.34, -2.68, -0.80], [-0.49, -1.19, -0.06], [-2.76, 0.67, -0.02], [-1.48, 0.97, 1.29], [0.03, 1.92, -0.40], [-1.24, 1.63, -1.72]]
}

{
  "formula": "C5H7N",
  "method": "ωB97M-V with the def2-TZVPD basis set",
  "e_tot_ev": -6784.01875,
  "e_lumo_ev": 0.935,
  "orbital_gap_ha": 0.2841,
  "fmax_ev_per_a": 0.403,
  "species": ["C", "C", "C", "N", "C", "C", "H", "H", "H", "H", "H", "H", "H"],
  "xyz": [[-1.84, -2.07, 0.13], [-0.86, -1.40, 0.34], [0.35, -0.64, 0.65], [0.45, 0.63, -0.10], [0.46, 0.54, -1.43], [0.58, 1.75, 0.62], [-2.71, -2.65, -0.08], [0.40, -0.40, 1.71], [1.23, -1.23, 0.40], [0.38, 1.45, -2.00], [0.63, -0.42, -1.89], [0.21, 1.77, 1.63], [0.82, 2.66, 0.08]]
}

{
  "formula": "C5H7N2",
  "method": "ωB97M-V with the def2-TZVPD basis set",
  "e_tot_ev": -8264.98027,
  "e_lumo_ev": [-7.413, -7.334],
  "smiles": "Cn1c#c[n+](C)c1",
  "orbital_gap_ha": [0.2606, 0.2647],
  "fmax_ev_per_a": 5.982,
  "total_charge": 1,
  "species": ["C", "C", "C", "C", "C", "N", "N", "H", "H", "H", "H", "H", "H", "H"],
  "xyz": [[-1.10, -0.72, -1.10], [-0.80, 0.51, -1.41], [0.31, -0.07, 0.44], [-0.54, -2.33, 0.75], [0.68, 2.39, -0.56], [-0.47, -1.08, 0.03], [0.06, 1.11, -0.62], [0.98, -0.03, 1.27], [-1.30, -2.97, 0.31], [0.42, -2.84, 0.71], [-0.79, -2.15, 1.80], [1.22, 2.48, 0.38], [-0.06, 3.18, -0.61], [1.39, 2.51, -1.38]]
}

{
  "formula": "C5H7N2",
  "method": "ωB97M-V with the def2-TZVPD basis set",
  "e_tot_ev": -8268.23152,
  "e_lumo_ev": -4.407,
  "orbital_gap_ha": 0.3617,
  "fmax_ev_per_a": 6.909,
  "total_charge": 1,
  "species": ["C", "C", "C", "C", "C", "N", "N", "H", "H", "H", "H", "H", "H", "H"],
  "xyz": [[2.28, -0.39, 0.08], [1.87, 0.94, -0.10], [1.09, -1.16, 0.12], [-2.16, 0.41, 0.14], [-1.25, -0.48, -0.24], [0.57, 0.95, -0.05], [0.09, -0.33, 0.00], [3.24, -0.94, -0.01], [2.41, 1.86, -0.37], [1.10, -2.21, 0.20], [-3.19, 0.42, 0.06], [-1.68, 1.24, 0.55], [-1.49, -1.70, -1.08], [-0.06, 1.66, 0.06]]
}

{
  "formula": "C5H7N2",
  "method": "ωB97M-V with the def2-TZVPD basis set",
  "e_tot_ev": -8267.93212,
  "e_lumo_ev": -4.832,
  "smiles": "C/C=N\\C1=[N+]=C1C",
  "orbital_gap_ha": 0.3761,
  "fmax_ev_per_a": 5.718,
  "total_charge": 1,
  "species": ["C", "C", "C", "C", "C", "N", "N", "H", "H", "H", "H", "H", "H", "H"],
  "xyz": [[1.04, 0.02, 0.54], [-0.80, -0.28, 1.88], [1.25, 0.61, -0.76], [0.82, 1.34, -1.92], [-1.29, -1.39, 1.00], [0.34, 0.23, 1.55], [2.17, -0.10, -0.25], [-1.41, -0.07, 2.72], [-0.16, 1.83, -1.79], [0.69, 0.71, -2.78], [1.61, 2.04, -2.30], [-0.86, -1.29, -0.06], [-2.40, -1.31, 0.84], [-1.00, -2.33, 1.34]]
}

{
  "formula": "C5H7N2",
  "method": "ωB97M-V with the def2-TZVPD basis set",
  "e_tot_ev": -8267.43023,
  "e_lumo_ev": -4.331,
  "smiles": "C#C[C@H](N)C#[N+]C",
  "orbital_gap_ha": 0.3839,
  "fmax_ev_per_a": 5.067,
  "total_charge": 1,
  "species": ["C", "C", "C", "C", "C", "N", "N", "H", "H", "H", "H", "H", "H", "H"],
  "xyz": [[1.26, -1.31, 0.62], [-0.35, -0.01, 0.15], [2.36, -0.80, 0.49], [-0.28, -1.38, 0.35], [-0.69, 2.48, 0.08], [-0.46, 1.14, 0.17], [-0.53, -2.24, -0.80], [3.43, -0.61, 0.50], [-0.98, -1.76, 1.11], [-1.61, 2.89, 0.72], [0.22, 3.02, 0.29], [-0.96, 2.71, -0.97], [-1.48, -2.14, -1.12], [0.07, -2.01, -1.60]]
}

{
  "formula": "C5H7N2O2",
  "method": "ωB97M-V with the def2-TZVPD basis set",
  "e_tot_ev": -12372.77702,
  "e_lumo_ev": 3.984,
  "orbital_gap_ha": 0.2719,
  "fmax_ev_per_a": 3.665,
  "total_charge": -1,
  "species": ["C", "C", "C", "C", "C", "N", "N", "O", "O", "H", "H", "H", "H", "H", "H", "H"],
  "xyz": [[1.42, -0.34, 2.32], [1.53, -1.38, 1.45], [0.35, 0.61, 1.85], [0.70, -0.81, -1.16], [-1.38, 0.90, 0.21], [0.14, -0.99, 0.22], [-0.30, 0.17, 0.77], [2.29, -2.29, 1.14], [-0.07, 1.59, 2.53], [1.93, -0.14, 3.22], [0.38, -1.62, -1.85], [0.32, 0.08, -1.71], [1.85, -0.89, -1.09], [-1.47, 1.87, 0.64], [-1.10, 1.03, -0.85], [-2.32, 0.32, 0.53]]
}

{
  "formula": "C5H7N2O2S",
  "method": "ωB97M-V with the def2-TZVPD basis set",
  "e_tot_ev": -23199.02715,
  "e_lumo_ev": -4.479,
  "orbital_gap_ha": 0.3540,
  "fmax_ev_per_a": 6.163,
  "total_charge": 1,
  "species": ["C", "C", "C", "C", "C", "N", "N", "O", "O", "S", "H", "H", "H", "H", "H", "H", "H"],
  "xyz": [[3.04, 0.11, -0.03], [-1.11, -0.80, -0.13], [0.64, 1.34, 0.89], [-0.53, 0.05, -1.15], [1.68, 0.39, -0.15], [-0.44, -1.53, 0.73], [0.89, 0.12, -1.31], [4.18, 0.35, -0.14], [2.24, -0.76, 0.51], [-1.00, 1.52, 0.09], [-2.23, -0.95, 0.14], [0.44, 0.68, 1.86], [0.93, 2.43, 1.17], [-1.09, 0.33, -2.03], [-0.85, -1.89, 1.53], [0.58, -1.56, 0.58], [1.22, 0.44, -2.29]]
}

{
  "formula": "C5H7N2O3",
  "method": "ωB97M-V with the def2-TZVPD basis set",
  "e_tot_ev": -14412.82165,
  "e_lumo_ev": -4.563,
  "smiles": "O=C[C@H]1C(=O)NC=[NH+][C@H]1O",
  "orbital_gap_ha": 0.3391,
  "fmax_ev_per_a": 5.261,
  "total_charge": 1,
  "species": ["C", "C", "C", "C", "C", "N", "N", "O", "O", "O", "H", "H", "H", "H", "H", "H", "H"],
  "xyz": [[1.08, 0.92, 1.14], [0.47, 1.26, -1.15], [-1.43, -0.11, -2.02], [-0.22, -0.15, -1.11], [-0.65, -0.78, 0.43], [1.16, 1.62, 0.04], [0.40, -0.14, 1.26], [0.37, 2.02, -2.06], [-2.25, -0.95, -1.74], [-1.88, -0.42, 0.79], [1.68, 1.34, 2.02], [-1.54, 0.51, -2.83], [0.52, -0.61, -1.71], [-0.47, -1.83, 0.42], [1.82, 2.42, -0.04], [0.07, -0.35, 2.19], [-2.50, -1.14, 0.99]]
}

{
  "formula": "C5H7N2P",
  "method": "ωB97M-V with the def2-TZVPD basis set",
  "e_tot_ev": -17562.29415,
  "e_lumo_ev": [-0.342, -0.344],
  "orbital_gap_ha": [0.2961, 0.2961],
  "fmax_ev_per_a": 5.956,
  "species": ["C", "C", "C", "C", "C", "N", "N", "P", "H", "H", "H", "H", "H", "H", "H"],
  "xyz": [[-1.44, -0.20, -0.66], [-2.36, -1.25, -0.41], [-0.23, -0.58, -0.12], [2.36, 2.61, -0.03], [0.97, 0.19, 0.10], [-0.36, -1.81, 0.44], [-1.60, -2.26, 0.19], [0.83, 2.05, 0.29], [-1.71, 0.60, -1.26], [-3.38, -1.53, -0.76], [2.55, 3.72, 0.20], [3.25, 2.07, -0.28], [1.17, -0.14, 1.94], [1.88, -0.34, -0.04], [-1.96, -3.12, 0.42]]
}

{
  "formula": "C5H7N3",
  "method": "ωB97M-V with the def2-TZVPD basis set",
  "e_tot_ev": -9757.56600,
  "e_lumo_ev": 0.109,
  "orbital_gap_ha": 0.3145,
  "fmax_ev_per_a": 8.664,
  "species": ["C", "C", "C", "C", "C", "H", "H", "H", "H", "H", "H", "H", "N", "N", "N"],
  "xyz": [[0.41, -1.30, 0.15], [-1.90, -0.26, 0.11], [0.18, 1.18, 0.03], [1.59, 0.72, 0.01], [2.78, 0.22, -0.15], [0.00, -2.39, -0.80], [1.78, -0.92, -0.31], [0.52, -1.56, 1.52], [-2.21, -1.28, 0.17], [-3.67, -0.34, -0.58], [0.18, 3.07, -0.07], [3.94, 0.02, -0.35], [-0.48, -0.03, 0.26], [-2.84, 0.57, -0.18], [-0.29, 2.30, 0.21]]
}